Record 1
14
Properties=species:S:1:pos:R:3 method="wB97M-V/def2-TZVPD" e_lumo_ev="-5.28 / -4.91" de_lowest_kcal_mol=141.0 charge=+1 fmax_ev_per_a=2.90 gap_ev="7.852 / 9.357"
C -1.206 -0.634 -0.060
C 1.557 0.566 0.111
N -0.004 -1.384 0.050
N -1.073 0.650 -0.438
N -1.854 1.609 0.068
N 1.358 -0.836 -0.178
O -2.213 -1.243 0.165
H 2.172 1.217 -0.432
H 1.247 0.871 1.052
H -0.014 -2.349 -0.230
H -2.178 1.414 1.013
H -1.623 2.525 -0.290
H 1.713 -1.023 -1.073
H 2.119 -1.384 0.243


Record 2
11
Properties=species:S:1:pos:R:3 method="wB97M-V/def2-TZVPD" e_lumo_ev=0.87 de_lowest_kcal_mol=36.6 smiles=BOCC fmax_ev_per_a=2.30 gap_ev=11.293
B -1.975 0.325 0.261
C 1.343 0.168 -0.587
C 0.424 -0.493 0.431
O -1.027 -0.594 0.197
H -1.787 1.545 0.239
H -2.979 -0.245 0.083
H 1.627 -0.556 -1.311
H 0.897 0.922 -1.158
H 2.331 0.402 -0.227
H 0.501 0.090 1.346
H 0.645 -1.564 0.723


Record 3
11
Properties=species:S:1:pos:R:3 method="wB97M-V/def2-TZVPD" e_lumo_ev="-0.50 / -0.55" de_lowest_kcal_mol=72.0 fmax_ev_per_a=5.67 gap_ev="7.638 / 7.549"
C -0.769 -1.042 0.530
C 0.689 0.932 -1.075
C 0.512 -0.456 0.828
N -1.796 -0.415 1.063
N 0.765 2.067 -0.661
Cl 0.889 0.033 -2.471
Br 2.111 -1.545 0.581
H -0.931 -1.748 -0.163
H 0.551 0.293 1.655
H -2.637 -1.037 0.798
H 0.617 2.918 -1.084


Record 4
117
Properties=species:S:1:pos:R:3 method="wB97M-V/def2-TZVPD" e_lumo_ev=-1.57 smiles="CCCCOc1c(CCCN)c(CC=O)c(I)c2nsnc12.CCOS(C)(=O)=O.CCOS(C)(=O)=O.CCOS(C)(=O)=O.CCOS(C)(=O)=O.CCOS(C)(=O)=O" fmax_ev_per_a=8.29 gap_ev=6.571
C 0.496 0.760 2.256
C -0.774 1.749 2.712
C -1.931 0.696 3.298
C -3.050 1.416 4.251
O -3.895 2.420 3.598
C -4.123 2.148 2.175
C -4.865 0.841 1.521
C -5.446 -0.361 2.472
C -7.101 -0.533 2.303
C -7.569 -2.097 2.108
N -6.710 -3.110 2.838
C -5.021 0.758 -0.138
C -5.708 -0.531 -0.929
C -4.423 -1.323 -1.650
O -4.312 -2.662 -1.682
C -4.489 1.985 -1.142
I -4.749 1.920 -3.356
C -3.759 3.332 -0.558
N -3.243 4.556 -1.314
S -2.629 5.552 0.018
N -2.951 4.618 1.485
C -3.618 3.316 1.089
H 1.495 1.351 2.103
H 0.698 0.001 3.154
H 0.185 0.090 1.341
H -1.104 2.296 1.732
H -0.390 2.449 3.567
H -2.374 -0.002 2.453
H -1.317 -0.041 4.010
H -2.440 1.996 5.098
H -3.656 0.580 4.846
H -5.269 -0.220 3.620
H -4.862 -1.346 2.163
H -7.582 -0.129 3.313
H -7.525 0.146 1.417
H -7.671 -2.405 0.977
H -8.659 -2.180 2.576
H -7.243 -4.007 2.825
H -5.880 -3.274 2.193
H -6.194 -1.319 -0.214
H -6.452 -0.218 -1.778
H -3.542 -0.671 -2.124
O 5.700 0.303 3.085
S 5.434 1.485 2.290
O 4.121 1.771 1.753
O 6.522 1.563 1.083
C 6.617 0.467 0.180
C 5.423 0.411 -0.758
C 5.977 2.913 3.194
H 6.731 -0.474 0.728
H 7.528 0.607 -0.413
H 4.497 0.215 -0.211
H 5.546 -0.382 -1.500
H 5.295 1.367 -1.277
H 6.983 2.734 3.580
H 5.280 3.066 4.021
H 5.959 3.780 2.531
O 10.211 2.286 0.939
S 9.943 2.821 -0.381
O 9.672 1.966 -1.516
O 11.133 3.859 -0.779
C 12.474 3.385 -0.786
C 12.737 2.467 -1.966
C 8.625 4.003 -0.260
H 12.711 2.888 0.161
H 13.131 4.260 -0.863
H 12.142 1.552 -1.899
H 13.790 2.176 -2.009
H 12.466 2.959 -2.906
H 8.827 4.683 0.570
H 7.701 3.450 -0.077
H 8.549 4.547 -1.204
O 4.621 -2.666 -0.654
S 4.601 -3.299 0.649
O 5.759 -3.978 1.192
O 3.322 -4.302 0.728
C 3.209 -5.339 -0.240
C 4.223 -6.443 0.003
C 4.051 -2.114 1.850
H 3.306 -4.931 -1.252
H 2.200 -5.758 -0.157
H 5.246 -6.080 -0.127
H 4.073 -7.272 -0.693
H 4.143 -6.821 1.027
H 3.155 -1.613 1.477
H 4.855 -1.389 1.991
H 3.849 -2.630 2.790
O -9.840 1.135 -0.568
S -10.412 2.185 0.250
O -10.337 2.159 1.695
O -11.962 2.411 -0.190
C -12.854 1.304 -0.131
C -13.204 0.945 1.303
C -9.776 3.747 -0.302
H -12.435 0.443 -0.661
H -13.771 1.592 -0.658
H -12.325 0.596 1.851
H -13.953 0.150 1.336
H -13.591 1.819 1.837
H -9.855 3.804 -1.389
H -8.728 3.803 0.002
H -10.343 4.549 0.176
O 1.560 -4.203 -3.607
S 2.106 -3.138 -4.424
O 1.361 -1.932 -4.712
O 2.641 -3.771 -5.825
C 1.724 -4.492 -6.640
C 0.730 -3.565 -7.316
C 3.681 -2.662 -3.759
H 1.211 -5.260 -6.053
H 2.307 -5.010 -7.410
H 0.087 -3.068 -6.584
H 0.084 -4.118 -8.004
H 1.251 -2.779 -7.873
H 4.277 -3.557 -3.567
H 3.498 -2.125 -2.826
H 4.182 -2.003 -4.472


Record 5
99
Properties=species:S:1:pos:R:3 method="wB97M-V/def2-TZVPD" e_lumo_ev=-4.03 charge=+1 fmax_ev_per_a=1.55 gap_ev=7.027
C -2.968 1.471 -0.415
C -2.361 1.787 0.934
C -0.979 1.182 1.069
O -0.138 1.690 0.008
C 0.912 2.431 0.399
O 0.849 3.351 1.143
C 2.197 2.002 -0.248
S 2.234 2.547 -1.960
N 1.375 1.224 -2.738
C 1.188 -0.027 -2.216
C 0.464 -0.762 -3.131
P -0.002 -2.559 -2.850
O 1.274 -3.069 -1.994
I -1.649 -2.188 -1.086
N 0.220 0.047 -4.210
C -0.484 -0.319 -5.466
C -1.741 -1.149 -5.288
C -2.744 -0.585 -4.279
Cl -4.053 0.299 -5.098
C 0.781 1.251 -3.944
S 0.739 2.673 -5.005
O 1.728 3.589 -4.559
O 0.712 2.260 -6.363
C -0.917 3.424 -4.617
F -1.107 3.433 -3.305
F -1.873 2.739 -5.219
F -0.864 4.655 -5.089
O -3.141 1.195 1.983
C -4.090 1.997 2.508
O -3.824 3.029 3.018
C -5.518 1.514 2.479
S -5.883 0.101 1.392
H -2.340 1.831 -1.224
H -3.069 0.394 -0.514
H -3.946 1.928 -0.527
H -2.288 2.861 1.093
H -0.550 1.427 2.034
H -1.052 0.106 0.936
H 2.309 0.934 -0.125
H 3.026 2.475 0.260
H 1.557 -0.364 -1.273
H 1.369 -2.635 -1.135
H 0.244 -0.830 -6.088
H -0.755 0.601 -5.961
H -2.223 -1.141 -6.260
H -1.502 -2.189 -5.094
H -2.274 0.086 -3.569
H -3.229 -1.398 -3.759
H -6.160 2.322 2.155
H -5.809 1.250 3.489
H -5.952 -0.939 2.226
C 5.034 0.666 3.520
C 5.889 1.065 4.457
C 5.718 2.371 5.148
O 6.497 2.737 5.998
C 4.557 3.210 4.754
C 3.703 2.808 3.817
C 3.880 1.508 3.132
O 3.093 1.146 2.273
H 5.138 -0.279 3.003
H 6.741 0.469 4.759
H 4.452 4.156 5.271
H 2.850 3.401 3.511
C 0.587 -6.570 -3.119
C 0.819 -7.626 -3.893
C -0.273 -8.568 -4.260
O -0.062 -9.528 -4.963
C -1.631 -8.281 -3.727
C -1.860 -7.224 -2.953
C -0.770 -6.288 -2.592
O -0.981 -5.319 -1.887
H 1.365 -5.872 -2.838
H 1.800 -7.854 -4.290
H -2.411 -8.979 -4.006
H -2.840 -6.997 -2.553
C -10.295 -2.548 0.476
C -11.431 -2.055 -0.009
C -11.452 -0.787 -0.782
O -12.485 -0.336 -1.223
C -10.155 -0.094 -0.993
C -9.019 -0.587 -0.508
C -9.000 -1.854 0.265
O -7.967 -2.312 0.708
H -10.256 -3.470 1.042
H -12.385 -2.545 0.133
H -10.194 0.828 -1.560
H -8.065 -0.098 -0.648
C 10.240 1.920 7.168
C 9.720 3.036 6.665
C 10.584 4.186 6.293
O 10.113 5.203 5.833
C 12.048 4.041 6.504
C 12.565 2.924 7.007
C 11.702 1.773 7.378
O 12.173 0.754 7.832
H 9.629 1.070 7.447
H 8.657 3.160 6.505
H 12.658 4.891 6.225
H 13.628 2.796 7.169


Record 6
11
Properties=species:S:1:pos:R:3 method="wB97M-V/def2-TZVPD" e_lumo_ev=0.72 de_lowest_kcal_mol=103.7 fmax_ev_per_a=7.67 gap_ev=9.745
C 0.783 -0.741 0.926
C -0.250 0.071 -1.210
H -1.224 0.834 2.264
H -0.612 1.477 0.727
H 1.537 -1.421 1.000
H 1.673 -0.530 -1.178
H -1.045 -0.010 -0.435
N -0.890 0.708 1.269
N -0.191 -0.528 1.717
N 0.938 0.007 -0.342
O -0.316 0.295 -2.398